Formula: C25H53N3O14PS6
Source: the OMol25 dataset
Level of theory: wB97M-V/def2-TZVPD

```
102
C25H53N3O14PS6 wB97M-V/def2-TZVPD
N -5.536 -1.894 -8.334
C -4.571 -2.780 -8.484
N -4.507 -3.501 -9.578
C -3.144 -3.787 -10.120
C -2.824 -2.960 -11.352
O -2.533 -1.608 -11.055
O -3.736 -0.951 -10.713
C -2.074 -3.726 -9.054
C -2.351 -2.570 -8.127
P -0.995 -2.207 -6.945
O 0.268 -1.893 -7.883
O -1.374 -0.782 -6.298
S -0.689 -3.552 -5.637
N -3.637 -2.872 -7.441
H -6.014 -1.832 -7.449
H -5.790 -1.288 -9.098
H -5.055 -3.026 -10.292
H -3.153 -4.810 -10.480
H -1.941 -3.358 -11.828
H -3.635 -2.981 -12.081
H -4.080 -0.627 -11.561
H -1.075 -3.730 -9.466
H -2.140 -4.649 -8.487
H -2.547 -1.655 -8.686
H 0.034 -1.111 -8.414
H -2.063 -0.379 -6.851
H -3.615 -3.852 -7.152
C 1.544 -1.082 -3.342
C 1.677 -2.474 -2.714
C 2.365 -2.305 -1.354
S 1.937 -0.652 -0.789
O 3.141 0.142 -0.728
O 1.044 -0.747 0.342
C 1.008 -0.182 -2.238
H 0.881 -1.091 -4.206
H 2.525 -0.729 -3.672
H 0.683 -2.902 -2.574
H 2.240 -3.152 -3.355
H 2.014 -3.031 -0.624
H 3.449 -2.361 -1.438
H 1.153 0.879 -2.435
H -0.043 -0.396 -2.038
C 4.261 0.509 2.676
C 5.679 0.608 2.105
C 6.625 -0.066 3.108
S 5.647 -1.308 3.960
O 5.534 -0.939 5.350
O 6.089 -2.624 3.568
C 4.102 -0.934 3.144
H 3.509 0.772 1.934
H 4.157 1.192 3.519
H 5.723 0.085 1.147
H 5.968 1.642 1.926
H 7.464 -0.554 2.618
H 6.990 0.638 3.854
H 3.278 -1.077 3.839
H 4.001 -1.615 2.299
C 0.587 4.798 5.908
C 0.457 3.273 5.880
C 0.993 2.788 4.526
S 2.213 4.004 4.011
O 1.737 4.661 2.819
O 3.527 3.414 4.073
C 1.991 5.105 5.402
H 0.432 5.195 6.911
H -0.156 5.244 5.241
H 1.055 2.844 6.687
H -0.573 2.953 6.031
H 1.474 1.815 4.598
H 0.213 2.760 3.768
H 2.122 6.134 5.077
H 2.743 4.848 6.148
C 1.685 2.420 11.451
C 0.200 2.197 11.135
C -0.424 3.573 10.867
S 0.903 4.610 10.241
O 1.156 5.662 11.188
O 0.671 4.896 8.842
C 2.197 3.384 10.385
H 2.245 1.487 11.445
H 1.789 2.870 12.440
H 0.108 1.571 10.244
H -0.313 1.686 11.947
H -1.217 3.527 10.125
H -0.798 4.031 11.781
H 3.131 3.872 10.652
H 2.295 2.889 9.419
C -4.545 -0.296 0.108
C -4.672 -1.824 0.061
C -4.156 -2.286 -1.308
S -2.950 -1.058 -1.825
O -3.448 -0.386 -3.002
O -1.630 -1.639 -1.794
C -3.148 0.022 -0.416
H -4.689 0.091 1.115
H -5.299 0.159 -0.538
H -4.060 -2.264 0.851
H -5.698 -2.150 0.223
H -3.672 -3.258 -1.258
H -4.949 -2.305 -2.053
H -3.025 1.056 -0.731
H -2.379 -0.243 0.311
```

The calculation puts the HOMO-LUMO gap at 6.6 eV. The value obtained for the HOMO energy is -0.3916 hartree. As for the energy above the lowest of the compared OMol25 structures with the same formula, charge and spin: 0.4600 eV. For the calculated total energy, the calculation gives -4932.18014 Ha. The charge is +1. The value obtained for the LUMO energy is -4.028 eV.